[1]
Density functional theory data (wB97M-V/def2-TZVPD) for a structure of composition C45H50CaCl3F3GeI2N5O4P2SSi2 at a distorted geometry.

```
119
C45H50CaCl3F3GeI2N5O4P2SSi2, DFT wB97M-V/def2-TZVPD
C 22.747 11.676 12.810
C 20.536 15.374 10.976
H 13.921 11.366 15.373
C 18.480 8.964 12.387
C 18.147 9.881 9.371
H 7.519 11.634 16.225
Si 17.874 16.705 13.294
C 14.722 12.977 14.253
H 24.401 15.626 11.332
C 18.290 17.793 6.759
O 14.414 16.100 10.977
H 17.175 14.587 14.621
H 19.446 18.679 14.031
H 16.781 18.934 13.115
H 17.610 9.586 14.997
H 17.577 8.088 8.384
C 18.416 13.746 10.179
O 15.474 17.902 9.720
H 18.256 18.343 10.040
H 18.128 18.347 5.812
H 20.895 15.717 8.842
H 21.664 11.849 14.650
Ge 10.807 16.912 14.156
H 15.745 12.816 14.524
I 12.700 12.596 8.653
C 17.970 9.095 8.253
C 16.449 17.946 13.445
C 17.748 15.506 14.845
O 14.669 12.506 9.433
C 12.289 13.272 13.111
H 18.127 19.454 8.060
H 15.042 9.101 12.900
Cl 12.836 16.459 15.022
O 15.889 15.562 9.132
H 17.307 15.932 15.755
H 18.774 15.208 15.040
F 13.233 15.470 7.961
C 12.414 12.347 14.121
H 17.716 9.498 10.265
H 6.612 9.360 16.642
H 11.320 13.286 12.544
H 23.533 11.794 10.778
C 21.325 15.630 9.862
C 9.306 10.900 15.368
C 8.404 8.363 15.859
C 15.434 9.777 12.152
Ca 16.079 13.806 11.027
H 17.794 11.269 15.013
C 18.616 15.704 7.945
C 15.510 11.516 8.860
N 14.626 13.840 13.237
H 18.219 8.342 11.536
F 13.812 17.460 7.491
H 19.467 9.347 12.222
H 16.201 10.631 15.077
C 18.378 17.710 9.168
H 7.887 7.419 16.008
H 9.851 12.938 15.074
H 15.459 9.232 11.170
C 22.639 11.787 11.428
P 18.647 12.241 10.793
H 15.944 10.853 9.625
H 23.294 15.925 9.114
N 11.270 10.181 14.403
C 13.408 13.987 12.735
H 18.668 8.308 13.286
C 21.590 11.732 13.576
H 20.547 14.724 13.071
C 7.619 9.486 16.169
H 15.661 17.603 12.727
N 17.457 11.755 11.847
H 18.876 14.668 7.998
H 19.190 12.792 8.010
C 19.458 17.704 13.522
C 21.416 11.891 10.826
C 22.560 15.129 12.311
Cl 9.506 15.260 14.796
Cl 10.302 18.953 14.966
C 18.536 16.403 6.745
C 8.063 10.744 15.897
C 23.332 15.538 11.217
C 22.678 15.714 10.001
C 18.621 10.940 6.873
H 16.283 11.992 8.237
S 15.010 16.563 9.735
Si 17.173 10.340 12.733
H 23.066 14.922 13.247
C 18.206 9.635 6.996
H 23.718 11.689 13.251
H 18.078 9.050 6.062
H 14.918 10.858 8.201
H 10.266 7.704 14.899
H 16.067 18.068 14.444
C 10.057 9.766 14.967
H 18.562 15.923 5.787
H 18.812 11.382 5.903
C 18.627 16.366 9.185
P 18.735 15.300 10.685
H 20.199 17.068 13.927
C 20.337 11.832 12.976
C 21.136 15.078 12.185
H 19.411 11.875 13.574
N 10.116 11.968 15.128
C 13.676 12.218 14.759
C 20.269 11.888 11.625
C 11.281 11.486 14.541
H 19.744 17.942 12.486
C 17.158 10.474 14.638
C 18.637 11.175 9.293
N 17.814 15.694 11.907
F 12.518 17.125 9.236
H 13.326 14.591 11.837
H 14.761 10.622 11.998
C 9.618 8.476 15.206
C 18.851 11.715 8.003
I 9.968 12.379 7.499
C 13.602 16.631 8.528
H 21.288 11.947 9.771
C 18.289 18.453 7.986
```

Charge: -2
HOMO-LUMO gap (spin up / spin down), eV: 5.7 / 4.1
<S²>: 0.754
2S+1: 2

---

[2]
Density functional theory data (wB97M-V/def2-TZVPD) for the ion C5H9O with charge -1 at a distorted geometry.

```
15
C5H9O, DFT wB97M-V/def2-TZVPD
H 0.428 -0.453 1.945
C 0.599 -0.125 -0.987
H -0.483 1.714 -1.144
C -0.737 0.958 0.927
H -1.416 -0.537 2.348
H -0.258 1.589 1.648
C 1.381 -0.090 -2.072
H 1.699 0.935 -2.303
H -1.785 1.163 0.683
H 0.906 1.834 -0.190
H 0.225 -1.009 -0.378
C 0.072 1.159 -0.379
C -0.631 -0.463 1.585
H 1.843 -0.854 -2.698
O -0.696 -1.574 0.776
```

Charge: -1
SMILES: C=CCCC[O-]
HOMO-LUMO gap, eV: 6.7

---

[3]
Density functional theory data (wB97M-V/def2-TZVPD) for a structure of composition C5H10N3 at a distorted geometry.

```
18
C5H10N3, DFT wB97M-V/def2-TZVPD
N -0.139 1.809 1.972
H -2.290 -0.546 -2.039
H 0.063 -2.029 -1.394
H 0.326 -1.798 1.512
H 1.667 0.712 2.310
H 1.597 -1.934 0.330
C -0.309 -1.473 -0.581
H -1.832 1.000 -2.562
H 1.912 0.400 -0.154
C 0.945 0.532 0.363
H 0.090 2.025 -0.805
N -1.634 0.187 -2.020
H -1.362 -1.885 -0.368
C 0.921 1.139 1.707
N 0.054 0.994 -0.624
H -0.003 2.150 2.948
C 0.610 -1.353 0.581
C -0.617 0.070 -1.176
```

Charge: +1
HOMO-LUMO gap, eV: 11.0

---

[4]
Density functional theory data (wB97M-V/def2-TZVPD) for the molecule C14H17BrN2O5S at a distorted geometry.

```
40
C14H17BrN2O5S, DFT wB97M-V/def2-TZVPD
Br 6.040 -0.428 0.081
H -0.620 -3.926 -1.517
H 1.988 1.628 -1.992
H 4.466 0.858 2.214
H -0.062 -5.425 0.412
H -3.562 2.502 -1.467
H -1.711 0.845 -1.855
C -0.256 -0.626 0.858
H -0.708 1.289 1.731
C -0.857 -1.602 -0.137
C 3.733 0.741 -1.101
C 3.920 1.025 1.298
H 0.802 -0.495 0.622
N -3.276 1.331 0.227
C -1.515 1.789 -1.339
O -0.640 -2.852 0.245
H 4.137 0.355 -2.024
C -1.188 -3.887 -0.580
H -1.079 2.519 -2.019
C -2.798 2.324 -0.708
H 2.313 2.129 2.212
C -2.484 0.487 0.906
C 2.542 1.444 -1.086
C 2.051 1.928 0.113
C 2.727 1.727 1.301
H -0.347 -1.066 1.850
H -4.269 1.164 0.306
S 0.485 2.798 0.099
H -2.226 -3.631 -0.817
O 0.487 3.735 -0.984
C 4.408 0.538 0.095
H -1.659 -5.131 1.104
N -0.542 1.540 -0.301
C -0.973 0.735 0.821
H -2.580 3.268 -0.191
O -1.441 -1.298 -1.146
H -1.509 -5.999 -0.431
O 0.226 3.277 1.428
O -2.928 -0.410 1.594
C -1.098 -5.199 0.177
```

Charge: 0
SMILES: CCOC(=O)C[C@@H]1C(=O)NCCN1S(=O)(=O)c1ccc(Br)cc1
HOMO-LUMO gap, eV: 9.6

---

[5]
Density functional theory data (wB97M-V/def2-TZVPD) for the molecule C4H11N3O.

```
19
C4H11N3O, DFT wB97M-V/def2-TZVPD
C 1.375 -1.596 0.465
O 1.296 -0.196 0.643
H -0.213 1.132 2.019
H 1.613 1.529 -0.465
C 0.965 0.662 -0.624
H 2.267 -1.975 0.972
C -0.728 0.656 1.197
H -0.599 2.239 -0.203
H 1.422 -1.839 -0.599
H -2.217 1.157 -1.450
H -1.539 -0.826 2.338
H 0.489 -2.091 0.895
N -1.557 0.503 -1.052
N -1.523 -0.351 1.451
C -0.609 1.148 -0.170
N 0.962 0.023 -1.782
H -0.974 0.095 -1.805
H 1.579 0.453 -2.460
H -2.006 -0.723 0.631
```

Charge: 0
HOMO-LUMO gap, eV: 7.9

---

[6]
Density functional theory data (wB97M-V/def2-TZVPD) for a cluster of 2 separate species, C3H9O in total at a distorted geometry.

```
13
C3H9O, DFT wB97M-V/def2-TZVPD
O 0.753 0.331 -2.341
C 0.595 1.049 -1.242
H 1.506 0.996 -0.572
H 0.019 -0.850 2.717
H 0.354 2.140 -1.465
H -0.167 -2.251 3.788
H -0.740 -2.411 2.165
H -1.577 -1.230 3.215
H -0.120 -0.137 0.460
C -0.551 0.585 -0.239
H -1.263 -0.042 -0.803
C -0.621 -1.691 2.970
H -1.142 1.345 0.278
```

Charge: -1
HOMO-LUMO gap, eV: 5.6

---

[7]
Density functional theory data (wB97M-V/def2-TZVPD) for the molecule C8H15N3O4 at a distorted geometry.

```
30
C8H15N3O4, DFT wB97M-V/def2-TZVPD
H 3.114 -2.202 -1.121
N -0.295 2.763 -0.858
H 0.494 0.137 -1.222
H 1.372 -2.232 -1.595
H -2.565 0.455 1.455
O 0.601 0.997 1.763
N -2.516 -2.195 1.205
H 0.478 2.407 -1.434
H 1.538 -1.434 0.784
H -1.297 2.266 0.963
H 0.125 3.514 -0.310
C 2.230 -1.615 -1.265
H -1.653 0.523 -1.534
N 1.013 0.263 -0.343
O -1.222 -1.587 -0.567
C 3.342 -0.298 0.466
H -2.179 -3.168 1.062
H -3.746 -0.028 0.136
C -2.027 -1.290 0.315
H 2.428 0.890 1.706
C -2.001 1.040 -0.605
C -2.673 0.099 0.390
H 2.485 -0.897 -2.076
O 4.359 -0.722 0.038
H -2.705 1.820 -0.967
C -0.845 1.788 0.066
C 0.271 0.923 0.607
C 1.971 -0.811 -0.002
H -3.457 -2.124 1.550
O 3.362 0.717 1.393
```

Charge: 0
SMILES: C[C@H](NC(=O)[C@@H](N)CCC(N)=O)C(=O)O
HOMO-LUMO gap, eV: 10.0

---

[8]
Density functional theory data (wB97M-V/def2-TZVPD) for a structure of composition C22H14N2NdO4S at a distorted geometry.

```
44
C22H14N2NdO4S, DFT wB97M-V/def2-TZVPD
H 0.382 1.602 -4.704
H -0.026 0.068 1.163
C 0.310 1.107 -3.742
C 0.558 2.018 2.035
N 0.064 -0.237 -1.294
C -2.811 -3.799 -1.382
O -2.120 -0.514 1.045
C 2.586 2.364 -0.492
S 0.964 -0.403 5.742
C -3.174 -3.270 -3.679
C 0.299 0.636 2.067
H -2.152 -1.632 -4.489
H -3.656 -3.473 -4.629
C 0.868 0.707 4.391
H -4.128 -4.914 -2.670
O -0.040 -0.015 6.704
H 3.181 2.660 0.364
C 0.262 -1.437 3.666
H 1.653 0.775 0.524
C 1.134 2.052 4.382
C 1.702 1.286 -0.379
C 0.919 0.849 -1.422
C -3.440 -4.078 -2.585
C -2.292 -2.199 -3.575
C 2.702 3.048 -1.685
C 0.968 2.711 3.171
C 1.070 1.552 -2.653
Nd -0.556 -1.750 0.504
H 3.384 3.886 -1.774
C -0.532 0.019 -3.602
C -1.932 -2.722 -1.293
H 2.042 3.166 -3.711
H -1.079 -0.273 -4.487
H 1.450 2.568 5.279
O 2.347 -0.502 6.142
O -0.117 -2.157 2.707
H 0.431 2.554 1.117
C -1.620 -1.860 -2.382
H 1.157 3.775 3.105
C 1.946 2.641 -2.767
H -2.996 -4.410 -0.505
N 0.494 -1.728 4.915
C -0.667 -0.664 -2.399
C 0.460 -0.008 3.275
```

Charge: -1
HOMO-LUMO gap (spin up / spin down), eV: 5.6 / 5.9
<S²>: 3.756
2S+1: 4

---

In order of appearance, relative energy (zero: lowest compared OMol25 entry of this formula, charge and spin) = 0.000 0.812 2.712 0.000 4.047 0.511 0.443 1.023 eV.
In order of appearance, E_tot = -245172.7083 -7376.3762 -9809.0360 -108889.8483 -10841.1647 -5303.3840 -21201.1351 -60323.2775 eV.